Record 1
C3H8N2O2 | ωB97M-V/def2-TZVPD

SMILES = [H]/N=C\NC.O=CO
energy = -379.06325 a.u.
LUMO level = 0.5763 eV
gap between HOMO and LUMO = 10.39 eV

Last column: Mulliken charge in e.
CARTESIAN COORDINATES (ANGSTROEM)
H (1.302, 0.313, -0.531)  0.14
N (0.340, 0.538, -0.344)  -0.54
C (-0.442, -0.525, -0.195)  -0.07
N (0.006, -1.795, -0.068)  -0.25
C (-1.006, -2.646, 0.627)  -0.79
H (-1.522, -0.317, -0.171)  0.34
H (1.032, -1.872, 0.083)  0.28
H (-1.498, -2.034, 1.399)  0.32
H (-0.614, -3.560, 1.176)  0.31
H (-1.734, -3.018, -0.139)  0.26
O (1.479, 3.925, 0.671)  -0.51
C (1.148, 3.196, -0.261)  0.32
O (-0.126, 3.176, -0.752)  -0.51
H (1.768, 2.438, -0.738)  0.21
H (-0.133, 2.183, -0.757)  0.50


Record 2
C3H8N2O2 | ωB97M-V/def2-TZVPD

energy = -378.86479 a.u.
LUMO level = -0.0739 eV
gap between HOMO and LUMO = 9.13 eV

Last column: Mulliken charge in e.
CARTESIAN COORDINATES (ANGSTROEM)
C (-0.073, -0.071, 0.534)  -0.59
C (-1.412, -0.319, -0.092)  -0.46
C (1.614, 1.500, 0.041)  0.07
N (0.434, 1.281, 0.362)  0.44
N (-1.387, -1.741, -0.311)  -0.48
O (-0.461, 2.152, 0.330)  -0.65
O (2.476, -0.282, 0.012)  -0.67
H (-0.259, -0.309, 1.649)  0.14
H (0.736, -0.656, 0.031)  0.46
H (-2.293, -0.122, 0.667)  0.29
H (-1.596, 0.410, -0.940)  0.30
H (2.207, 2.268, -0.382)  0.42
H (-2.309, -2.163, -0.076)  0.24
H (-0.943, -1.823, -1.212)  0.21
H (3.266, -0.126, -0.613)  0.28


Record 3
C3H8N2O2 | ωB97M-V/def2-TZVPD

energy = -378.95782 a.u.
LUMO level (spin up / spin down) = -0.3339 / 0.4169 eV
gap between HOMO and LUMO (spin up / spin down) = 8.86 / 10.11 eV

Last column: Mulliken charge in e.
CARTESIAN COORDINATES (ANGSTROEM)
C (1.622, 1.908, -1.208)  -0.64
C (-2.375, -1.374, 0.492)  -0.68
N (2.194, 0.950, -0.311)  -0.43
C (0.738, -0.993, 0.234)  0.92
N (-1.199, -1.637, 1.263)  -0.43
O (0.383, 0.061, 0.674)  -0.49
O (1.211, -1.875, -0.353)  -0.39
H (2.378, 1.414, 0.582)  0.23
H (-1.247, -1.100, 2.132)  0.24
H (0.769, 2.459, -0.780)  0.27
H (2.366, 2.682, -1.471)  0.30
H (1.306, 1.430, -2.137)  0.26
H (-3.269, -1.731, 1.035)  0.30
H (-2.553, -0.301, 0.314)  0.28
H (-2.324, -1.893, -0.467)  0.28


- The highest energy belongs to which entry?
  number 2


- Which value of energy does entry 1 give?
  -379.06325 a.u.


- Which of these has the lowest energy?
  number 1